{
  "formula": "C5H37N2O12",
  "method": "ωB97M-V with the def2-TZVPD basis set",
  "de_lowest_kj_mol": 398.1,
  "total_charge": 1,
  "homo_ev": -10.726,
  "elements": ["C", "C", "C", "C", "C", "N", "N", "H", "H", "H", "H", "H", "H", "H", "H", "H", "H", "H", "H", "H", "H", "H", "O", "H", "H", "O", "H", "H", "O", "H", "H", "O", "H", "H", "O", "H", "H", "O", "H", "H", "O", "H", "H", "O", "H", "H", "O", "H", "H", "O", "H", "H", "O", "H", "H", "O"],
  "coordinates": [[0.7516, -1.4092, 0.7916], [0.5052, -1.5474, -0.7273], [0.3973, -0.2232, -1.4424], [0.5784, 0.9977, -0.8693], [-0.3454, -1.5959, -3.5355], [0.1707, -0.3733, -2.8251], [-0.5486, -1.1337, 1.4688], [1.4990, -0.5690, 0.8427], [1.2992, -2.1794, 1.3621], [1.2649, -2.1867, -1.1714], [-0.5308, -2.0181, -0.9226], [0.2057, 1.8709, -1.4137], [1.0802, 1.1307, 0.0428], [-1.4288, -1.9308, -3.4228], [0.2596, -2.4075, -3.1876], [-0.2529, -1.3417, -4.6259], [-0.2756, 0.4814, -3.1381], [-1.2591, -0.9542, 0.7654], [-0.9178, -2.0417, 1.8881], [-0.4850, -0.4993, 2.3018], [-1.6572, 0.2133, 4.6302], [-2.6914, -0.3198, 3.4034], [-1.8320, -0.3834, 3.9140], [-4.5403, -0.5606, -2.2146], [-3.0016, -0.5193, -2.6920], [-3.9236, -0.4956, -2.9329], [4.6129, -1.1037, -0.3818], [3.4500, -0.3042, -0.9662], [3.8909, -0.5021, -0.0836], [3.8365, -1.2559, 1.8403], [3.0064, -2.1304, 2.9381], [3.5067, -1.3483, 2.7299], [-0.2679, 4.3160, -2.3334], [0.2240, 3.6300, -3.5806], [-0.0756, 3.4411, -2.6789], [3.7888, 1.8643, -2.1501], [2.7171, 0.8772, -2.4974], [3.6933, 0.9598, -2.4704], [-1.1859, 3.7057, 1.6982], [-1.1431, 2.3652, 1.0714], [-1.7268, 2.9214, 1.5982], [-2.9009, 1.4837, -3.1920], [-1.9613, 2.4043, -2.5783], [-2.2488, 1.4750, -2.4662], [-0.3771, -4.3668, 0.7740], [-1.6243, -4.2212, 1.6880], [-0.9537, -3.7001, 1.2085], [-4.3778, 0.4634, 1.9397], [-3.1552, 1.2482, 1.8791], [-3.4372, 0.3113, 1.8503], [2.8239, 0.2868, 3.2061], [3.0193, 1.7723, 3.4820], [2.4426, 1.0441, 3.6934], [0.7261, 1.4066, 3.0035], [-0.6819, 1.7902, 2.1776], [0.0570, 1.1613, 2.3109]],
  "forces_ev_per_a": [[1.2, 1.1, -0.5], [-1.2, -0.8, 0.6], [0.6, -0.1, -0.3], [-1.1, -0.7, -1.8], [-0.8, 1.4, -0.2], [-1.2, 0.1, 0.3], [-0.1, -2.4, 1.5], [-1.3, -0.4, 0.6], [-0.7, -0.3, -0.8], [0.0, -0.1, -0.1], [1.6, 0.2, 0.3], [0.7, -0.4, 0.2], [0.1, 0.0, 1.2], [1.0, 0.8, 0.4], [0.4, -0.6, -0.5], [0.3, -0.7, 1.1], [0.0, -0.1, -0.4], [-0.1, 1.0, 0.3], [1.0, 1.1, -0.8], [-0.3, 0.6, -1.0], [-0.7, 0.6, 0.2], [1.2, 0.8, 1.3], [-0.4, -1.5, -1.3], [0.2, -0.1, 0.8], [0.0, 0.0, 0.9], [-0.4, -0.2, -1.7], [-0.6, 0.7, 0.4], [0.9, 0.2, 1.4], [0.0, -1.0, -1.5], [-0.3, -0.5, -0.8], [0.1, -0.5, -0.5], [0.1, 1.1, 1.2], [0.0, 0.2, 0.2], [0.0, -0.2, 0.1], [-0.1, 0.4, -0.6], [0.3, 0.0, 0.1], [0.4, -0.1, -0.2], [-1.1, 0.1, 0.0], [-0.1, 0.6, 0.2], [-0.4, 0.2, -1.4], [-0.3, -0.1, -0.3], [-0.1, -0.7, 0.5], [0.6, -0.5, 0.6], [-0.3, 1.5, -1.1], [-0.6, 0.6, 0.4], [0.4, 0.1, -0.3], [-0.1, -1.5, -0.1], [-0.7, -0.5, -0.1], [0.4, -0.4, -0.1], [0.0, 1.0, 0.0], [0.0, -0.1, 0.3], [0.3, 0.4, 0.0], [-0.4, -0.2, -0.2], [-0.6, 0.0, -0.6], [1.1, -0.6, 1.9], [0.7, 0.4, 0.4]]
}

---

{
  "formula": "C24H44NO8S2Si2Ta",
  "method": "ωB97M-V with the def2-TZVPD basis set",
  "de_lowest_kj_mol": 0.0,
  "total_charge": 2,
  "homo_ev": -14.573,
  "elements": ["Ta", "O", "C", "O", "C", "O", "C", "C", "O", "O", "H", "H", "H", "H", "H", "C", "C", "C", "C", "O", "Si", "S", "O", "C", "C", "C", "C", "O", "C", "C", "C", "C", "H", "H", "H", "H", "H", "H", "H", "H", "H", "H", "H", "H", "H", "H", "H", "H", "H", "H", "H", "H", "H", "H", "H", "H", "H", "H", "H", "C", "Si", "C", "C", "C", "C", "C", "C", "N", "C", "S", "H", "H", "H", "H", "H", "H", "H", "H", "H", "H", "H", "H"],
  "coordinates": [[-0.7630, 0.8483, -0.6059], [-2.8410, 4.3374, 0.9542], [-2.5986, 3.1668, 0.4450], [-1.4642, 2.7020, 0.3490], [-3.8322, 2.4213, 0.0207], [-3.4711, 1.2435, -0.6719], [-3.7536, 1.2382, -2.0685], [-2.5894, 1.8162, -2.8497], [-2.5839, 2.1588, -3.9780], [-1.4393, 1.8409, -2.0697], [-2.0218, 4.7712, 1.2526], [-4.4703, 3.0822, -0.5696], [-4.3809, 2.1574, 0.9297], [-4.6761, 1.7631, -2.3137], [-3.8592, 0.1921, -2.3599], [1.7087, 3.0520, 0.1946], [1.8001, 1.9931, 1.2677], [1.6973, 2.6336, 2.6387], [3.0202, 1.1110, 1.1319], [0.5918, 1.0582, 1.0275], [-0.0347, -0.0181, 2.2131], [-1.7981, -0.4042, 1.0442], [-0.4466, 0.8314, 3.4921], [-0.7254, 0.4308, 4.8894], [-1.6845, -0.7462, 4.8546], [-1.3577, 1.6524, 5.5232], [0.5890, 0.0715, 5.5589], [0.9178, -1.2356, 2.5234], [1.3598, -2.5631, 2.0862], [2.6767, -2.8037, 2.8000], [0.2954, -3.5534, 2.5177], [1.5383, -2.5458, 0.5790], [2.5540, 3.7356, 0.2602], [0.8090, 3.6516, 0.3006], [1.7390, 2.5892, -0.7843], [2.4646, 3.4065, 2.6938], [1.8720, 1.9280, 3.4460], [0.7235, 3.0964, 2.7912], [3.9158, 1.7225, 1.2467], [3.0546, 0.6297, 0.1526], [3.0394, 0.3390, 1.9015], [-2.6145, -0.4751, 4.3530], [-1.9269, -1.0637, 5.8687], [-1.2378, -1.6025, 4.3427], [-2.2840, 1.9175, 5.0127], [-0.6755, 2.5021, 5.4865], [-1.5906, 1.4483, 6.5681], [1.0710, -0.7681, 5.0595], [0.4064, -0.2092, 6.5961], [1.2700, 0.9238, 5.5582], [2.5490, -2.7257, 3.8793], [3.4289, -2.0803, 2.4823], [3.0460, -3.8029, 2.5708], [0.1835, -3.5528, 3.6021], [0.5773, -4.5596, 2.2069], [-0.6672, -3.3172, 2.0596], [2.1436, -1.6880, 0.2728], [0.5770, -2.5118, 0.0658], [2.0583, -3.4481, 0.2570], [-0.4595, -1.2275, -6.9469], [-0.2443, -2.0840, -5.3141], [-1.9071, -2.5853, -4.6508], [0.9278, -3.5183, -5.3944], [0.6114, -0.7727, -4.1845], [1.7181, -0.1037, -4.7202], [2.3864, 0.8805, -4.0109], [1.9406, 1.2243, -2.7548], [0.9030, 0.5929, -2.1797], [0.2904, -0.3799, -2.8960], [-0.9541, -1.1134, -1.8748], [-0.9105, -1.9111, -7.6691], [0.4732, -0.8717, -7.3863], [-1.1307, -0.3723, -6.8390], [-2.3625, -3.2434, -5.3961], [-2.5742, -1.7294, -4.5281], [-1.8669, -3.1404, -3.7143], [0.5673, -4.2719, -6.0971], [1.0244, -3.9965, -4.4171], [1.9245, -3.2157, -5.7212], [2.0690, -0.3553, -5.7143], [3.2426, 1.3917, -4.4267], [2.4410, 2.0149, -2.2208]],
  "forces_ev_per_a": [[0.3, 0.6, -0.1], [0.1, -0.1, 0.0], [-0.2, 0.2, 0.1], [0.0, 0.3, 0.3], [0.1, -0.1, 0.0], [-0.1, -0.1, -0.1], [-0.1, 0.0, -0.1], [0.7, -0.1, 0.3], [-0.2, 0.0, -0.1], [-0.6, 0.5, -0.7], [-0.1, 0.0, 0.0], [0.0, 0.0, 0.0], [0.0, 0.0, 0.0], [0.0, 0.0, 0.0], [0.0, 0.0, 0.0], [-0.1, 0.0, 0.0], [0.2, 0.0, 0.1], [-0.1, -0.1, 0.0], [0.1, 0.0, -0.1], [0.5, 0.3, -0.1], [-0.5, -0.3, 0.0], [-0.3, -0.6, 0.5], [0.1, 0.2, 0.0], [0.0, 0.0, -0.1], [0.0, 0.0, 0.0], [0.0, 0.0, 0.0], [0.0, 0.0, 0.0], [0.2, 0.1, 0.1], [0.0, 0.0, 0.0], [0.0, 0.0, 0.0], [0.0, 0.0, 0.0], [0.0, 0.0, -0.1], [0.1, -0.1, 0.0], [-0.1, 0.0, 0.0], [-0.1, 0.1, -0.1], [0.0, 0.0, 0.0], [0.0, -0.1, 0.0], [0.0, 0.0, 0.0], [0.0, 0.0, 0.0], [0.0, 0.0, 0.0], [0.0, 0.0, 0.0], [0.0, 0.0, 0.0], [0.0, 0.0, 0.0], [0.0, 0.0, 0.0], [0.0, 0.0, 0.0], [0.0, 0.0, 0.0], [0.0, 0.0, 0.0], [0.0, 0.0, 0.0], [0.0, 0.0, 0.0], [0.0, 0.0, 0.0], [0.0, 0.0, 0.0], [0.0, 0.0, 0.0], [0.0, 0.0, 0.0], [0.0, 0.0, 0.0], [0.0, 0.0, 0.0], [0.0, 0.0, 0.0], [0.0, 0.0, 0.0], [0.0, 0.0, 0.0], [0.0, 0.0, 0.0], [0.0, 0.1, -0.1], [0.0, 0.0, 0.1], [-0.1, 0.0, 0.0], [0.1, -0.1, 0.1], [0.1, 0.1, 0.0], [0.0, 0.0, 0.0], [0.0, 0.0, 0.0], [-0.1, 0.0, 0.0], [0.4, -0.1, -0.1], [-0.2, -0.2, 0.1], [-0.2, -0.6, 0.0], [0.0, 0.0, 0.0], [0.0, 0.0, 0.0], [0.0, 0.0, 0.0], [0.0, 0.0, 0.0], [0.0, 0.0, 0.0], [0.0, 0.0, 0.0], [0.0, 0.0, 0.0], [0.0, 0.0, 0.0], [0.0, 0.0, 0.0], [0.0, 0.0, 0.0], [0.0, 0.0, 0.0], [0.0, 0.0, 0.1]]
}

---

{
  "formula": "C15H14N3O3W",
  "method": "ωB97M-V with the def2-TZVPD basis set",
  "total_charge": 3,
  "homo_ev": -19.499,
  "elements": ["W", "N", "C", "C", "O", "N", "C", "C", "O", "O", "H", "H", "H", "H", "H", "H", "C", "C", "C", "C", "N", "C", "C", "C", "C", "C", "C", "C", "H", "H", "H", "H", "H", "H", "H", "H"],
  "coordinates": [[0.1988, -1.0406, 0.2202], [0.8257, -1.8765, 2.2419], [-0.4419, -1.5152, 2.9811], [-1.5994, -1.9019, 2.0548], [-2.3319, -2.8153, 2.2373], [-1.6318, -1.1550, 0.7917], [-2.5513, -1.7653, -0.1365], [-1.9432, -2.9896, -0.8741], [-2.0601, -3.8341, -1.5927], [0.0164, -2.5835, -0.5149], [0.9070, -2.8959, 2.1774], [1.6444, -1.5825, 2.7754], [-0.4412, -0.4415, 3.1813], [-0.5881, -2.0727, 3.9063], [-2.8294, -1.0965, -0.9564], [-3.4494, -2.1647, 0.3474], [2.1477, 2.5620, 2.1440], [1.8736, 3.5345, 1.1882], [1.2615, 3.1576, -0.0007], [0.9294, 1.8352, -0.2098], [1.1618, 0.8744, 0.7492], [1.7785, 1.2633, 1.8895], [0.3902, 1.2985, -1.4695], [0.0396, 2.0481, -2.5669], [-0.3116, 1.4080, -3.7613], [-0.2996, 0.0122, -3.8817], [0.0394, -0.7519, -2.7967], [0.2859, -0.1413, -1.5271], [2.6469, 2.8104, 3.0705], [2.1494, 4.5675, 1.3594], [1.0724, 3.8937, -0.7689], [1.9913, 0.4992, 2.6248], [0.0625, 3.1289, -2.5392], [-0.5516, 2.0154, -4.6264], [-0.5158, -0.4549, -4.8335], [0.1237, -1.8298, -2.8842]],
  "forces_ev_per_a": [[0.4, -0.4, -0.3], [-0.1, 0.3, 0.0], [-0.5, -0.1, -0.1], [0.1, 0.0, 0.3], [-0.1, 0.1, 0.0], [-0.7, -0.5, 0.0], [0.2, 0.0, -0.1], [-1.2, 0.2, -0.1], [0.2, -0.2, 0.1], [1.2, 0.2, 0.1], [0.0, 0.0, 0.0], [0.0, 0.0, 0.0], [0.0, 0.0, 0.1], [0.3, 0.0, 0.0], [0.0, 0.0, 0.0], [0.0, 0.0, 0.0], [0.0, 0.2, -0.1], [0.0, -0.1, 0.1], [0.0, 0.0, -0.1], [0.0, -0.1, 0.0], [0.2, 0.2, -0.2], [-0.1, -0.3, 0.1], [0.2, -0.1, 0.3], [-0.1, 0.1, 0.0], [0.0, 0.1, 0.1], [0.0, -0.1, 0.0], [0.0, -0.3, 0.1], [-0.1, 0.7, -0.5], [0.0, 0.0, 0.0], [0.0, 0.0, 0.0], [0.0, 0.0, 0.0], [0.0, 0.0, 0.0], [0.0, 0.0, 0.0], [0.0, 0.0, 0.0], [0.0, 0.0, 0.0], [0.0, 0.0, 0.0]]
}